1.
Density functional theory data (ωB97M-V/def2-TZVPD) for CAgF3LiO4P as an isolated structure at a distorted geometry.

Last column: Löwdin charge in e.
Cartesian coordinates (Å):
P  -0.57  1.36  0.05  0.379
F  -1.99  1.54  0.85  -0.177
F  -0.09  2.72  0.71  -0.107
F  1.12  1.27  -0.56  -0.332
O  -1.11  1.18  -1.35  -0.364
Ag  1.27  -3.81  -0.10  0.862
Li  0.36  0.05  -2.01  0.767
O  -0.21  0.08  1.03  -0.047
O  0.60  -1.93  1.45  -0.021
O  0.34  -1.34  -0.65  -0.164
C  0.27  -1.11  0.59  -0.796

As for the spin multiplicity: 1. The value obtained for the calculated total energy is -30877.990 eV. The maximum force comes out at 0.034 hartree/bohr. As for the LUMO energy: -0.099 Ha.

2.
Density functional theory data (ωB97M-V/def2-TZVPD) for C21H35AsBMnO10P2 as an isolated structure.

Last column: Mulliken spin population.
Cartesian coordinates (Å):
Mn  -0.05  -0.30  -0.22  4.559
C  -0.57  -1.00  -2.71  0.058
C  0.71  -1.56  -2.52  -0.004
C  0.61  -2.54  -1.51  0.059
C  -0.71  -2.57  -1.05  0.000
C  -1.44  -1.60  -1.78  -0.017
C  -2.93  -1.41  -1.76  0.014
C  -1.31  -3.57  -0.12  0.002
C  1.71  -3.45  -1.07  0.032
C  1.98  -1.21  -3.25  -0.010
C  -0.99  0.00  -3.75  0.011
H  -3.44  -2.13  -2.42  0.000
H  -3.22  -0.41  -2.10  -0.001
H  -3.35  -1.54  -0.76  0.006
H  -1.61  -4.49  -0.64  0.001
H  -2.20  -3.17  0.38  0.001
H  -0.61  -3.87  0.67  -0.003
H  1.74  -4.38  -1.65  0.001
H  1.60  -3.75  -0.02  0.002
H  2.68  -2.97  -1.18  0.000
H  2.32  -2.02  -3.91  0.001
H  2.80  -1.01  -2.55  0.002
H  1.87  -0.33  -3.88  0.000
H  -1.77  -0.42  -4.40  0.001
H  -0.16  0.28  -4.41  -0.001
H  -1.39  0.92  -3.32  0.004
C  2.97  2.82  -0.37  -0.004
C  1.55  3.32  -0.22  0.008
O  1.53  4.75  -0.09  0.000
P  0.81  2.70  1.33  0.026
O  -0.70  3.17  1.35  -0.002
O  1.53  3.63  2.41  -0.003
O  1.00  1.26  1.62  0.033
P  0.43  2.84  -1.62  0.019
O  1.39  2.41  -2.84  0.003
O  -0.27  4.10  -1.96  0.002
O  -0.30  1.59  -1.16  0.075
H  3.58  3.17  0.47  0.000
H  3.40  3.20  -1.30  0.000
H  3.00  1.72  -0.39  0.004
H  0.78  5.04  -0.66  0.000
H  -1.28  2.42  1.07  0.004
H  1.59  4.53  2.05  0.000
H  1.53  1.45  -2.82  0.000
C  1.62  -1.64  2.66  0.029
As  2.88  -0.94  1.41  0.013
C  3.91  0.45  2.23  0.002
C  4.20  -2.32  1.19  0.002
O  2.23  -0.59  -0.09  0.030
H  2.05  -1.66  3.67  0.000
H  1.38  -2.65  2.34  0.002
H  0.73  -1.03  2.64  -0.009
H  4.51  0.02  3.03  0.000
H  3.25  1.22  2.61  0.001
H  4.56  0.87  1.46  -0.001
H  4.69  -2.53  2.14  0.000
H  4.93  -1.97  0.46  -0.001
H  3.71  -3.21  0.81  0.000
O  -2.97  -1.02  1.79  0.000
B  -1.84  -0.32  1.30  0.076
O  -2.27  1.09  1.27  -0.029
C  -3.58  1.14  1.68  -0.016
C  -4.41  2.23  1.79  0.000
C  -5.72  1.98  2.24  0.000
C  -6.14  0.69  2.55  0.000
C  -5.27  -0.40  2.44  0.003
C  -3.99  -0.14  1.99  0.015
H  -4.07  3.22  1.53  0.000
H  -6.41  2.80  2.34  0.000
H  -7.15  0.52  2.89  0.000
H  -5.59  -1.41  2.67  0.000

As for the spin multiplicity: 6. The value obtained for the calculated total energy is -154243.524 eV. The maximum force comes out at 0.017 hartree/bohr. As for the LUMO energy (alpha / beta): 0.088 / 0.088 Ha. The charge is -1. Its expectation value of S² is 8.757.

3.
Density functional theory data (ωB97M-V/def2-TZVPD) for an isolated ion of composition C3H9N2S and charge -1.

Last column: Löwdin charge in e.
Cartesian coordinates (Å):
N  -0.39  -0.61  2.62  -0.018
C  0.26  0.08  1.53  -0.368
N  -0.37  -0.17  0.24  -0.091
C  0.46  0.30  -0.89  -0.378
C  -0.10  -0.09  -2.25  -0.808
S  1.12  0.19  -3.58  0.035
H  -1.12  -0.06  3.06  0.042
H  -0.87  -1.42  2.23  0.055
H  0.30  1.16  1.75  0.109
H  1.29  -0.25  1.47  0.099
H  -1.26  0.32  0.19  0.097
H  1.44  -0.17  -0.80  0.077
H  0.63  1.38  -0.88  0.093
H  -1.00  0.49  -2.49  0.023
H  -0.40  -1.15  -2.20  0.033

As for the spin multiplicity: 1. The value obtained for the calculated total energy is -17072.939 eV. The maximum force comes out at 0.015 hartree/bohr. As for the LUMO energy: 0.135 Ha. The charge is -1. The SMILES is NCNCC[S-].

Copy entry 1 word for word.
Density functional theory data (ωB97M-V/def2-TZVPD) for CAgF3LiO4P as an isolated structure at a distorted geometry.

Last column: Löwdin charge in e.
Cartesian coordinates (Å):
P  -0.57  1.36  0.05  0.379
F  -1.99  1.54  0.85  -0.177
F  -0.09  2.72  0.71  -0.107
F  1.12  1.27  -0.56  -0.332
O  -1.11  1.18  -1.35  -0.364
Ag  1.27  -3.81  -0.10  0.862
Li  0.36  0.05  -2.01  0.767
O  -0.21  0.08  1.03  -0.047
O  0.60  -1.93  1.45  -0.021
O  0.34  -1.34  -0.65  -0.164
C  0.27  -1.11  0.59  -0.796

As for the spin multiplicity: 1. The value obtained for the calculated total energy is -30877.990 eV. The maximum force comes out at 0.034 hartree/bohr. As for the LUMO energy: -0.099 Ha.

Question: What is the calculated total energy in the first record?
Answer: -30877.990 eV